Record 1
41
Properties=species:S:1:pos:R:3:forces:R:3 method="wB97M-V/def2-TZVPD" relative_energy_kcal_mol=24.10 gap_ev=8.6 e_homo_ev=-9.0 fmax_ev_per_a=3.5
C 1.5366 0.5827 0.7544 -0.022 -0.416 -0.706
C 2.3212 0.9146 -0.4961 -2.822 -0.335 -2.017
C 1.7381 1.0181 -1.7599 0.837 0.629 1.039
C 0.3095 1.0443 -2.1108 -0.507 -0.874 -0.350
N -0.7035 0.8800 -1.3300 -0.592 0.348 1.237
C -1.8127 1.0051 -2.1390 0.588 -0.269 1.405
C -3.1991 1.0691 -1.5635 -0.699 -1.228 -0.066
N -3.3435 0.2462 -0.3120 0.904 1.865 0.895
C -3.0327 0.8159 0.9327 -0.389 -1.026 0.907
N -3.1302 0.2028 2.0832 0.667 0.881 -1.620
C -3.4796 -1.1441 2.0671 -0.119 0.437 1.465
N -3.5517 -1.7309 3.2714 -0.284 -1.564 0.374
C -3.9912 -3.0139 3.3338 -0.166 1.755 -0.948
C -4.4633 -3.7000 2.1968 0.440 0.502 0.100
C -4.3703 -3.0648 0.9662 0.108 -0.765 0.469
C -3.8187 -1.7823 0.9027 -0.299 -0.719 1.156
C -3.7267 -1.0736 -0.3157 -0.887 -0.333 -2.551
O -4.0708 -1.6249 -1.3418 0.126 0.111 -1.164
N -1.5401 1.1706 -3.3728 1.059 0.112 -1.033
O -0.1184 1.1774 -3.3993 0.195 0.284 0.253
C 3.7521 1.0193 -0.3879 1.474 0.116 -0.245
C 4.3706 1.8262 0.5707 1.394 0.073 -0.371
C 5.7880 1.8431 0.6463 -0.808 -0.874 -0.556
C 6.5547 1.0163 -0.1917 -0.459 0.752 1.087
Cl 8.2793 0.8689 0.0151 -0.312 0.186 -0.019
C 5.9176 0.2577 -1.1381 0.667 -0.571 -0.488
C 4.5645 0.2750 -1.2644 -1.155 0.561 0.719
H 1.0683 1.4602 1.1519 -0.311 0.617 0.329
H 2.1417 0.1222 1.5251 0.325 0.069 0.039
H 0.7307 -0.1071 0.5071 -0.044 0.085 -0.014
H 2.4031 1.2765 -2.5893 -0.248 -0.153 0.234
H -3.4385 2.1125 -1.3539 0.025 -0.130 0.337
H -3.9344 0.7227 -2.3252 0.535 0.047 0.689
H -2.7110 1.8609 0.9435 -0.171 -0.320 -0.250
H -4.0908 -3.4459 4.3234 0.247 0.019 -0.026
H -4.8754 -4.6983 2.2941 0.034 0.129 -0.064
H -4.7101 -3.5934 0.0836 0.091 0.342 -0.115
H 3.8092 2.5263 1.1908 0.041 -0.435 -0.012
H 6.2725 2.4136 1.4014 0.306 0.496 0.387
H 6.4655 -0.4227 -1.7592 0.406 -0.062 -0.253
H 4.0895 -0.3263 -2.0108 -0.175 -0.341 -0.254

***

Record 2
61
Properties=species:S:1:pos:R:3:forces:R:3 method="wB97M-V/def2-TZVPD" total_charge=+1 relative_energy_kcal_mol=0.00 gap_ev="7.3 / 5.2" spin_multiplicity=2 e_homo_ev="-10.9 / -10.9" fmax_ev_per_a=4.5
In -0.2075 -0.9925 0.3528 -0.331 -0.761 -0.171
C -3.3169 -2.6675 3.3931 1.376 -2.249 -1.059
C -2.1921 -1.9944 2.6934 2.056 -1.759 -3.569
N -1.4911 -2.4769 1.6045 -3.459 0.853 2.569
N -1.9676 -3.6011 0.9761 2.247 -0.414 -0.397
C -1.0006 -4.1545 0.1634 -1.816 2.392 1.246
N -1.3637 -5.2798 -0.4170 1.420 -0.497 -0.994
S 0.5184 -3.4163 -0.3080 -0.305 0.437 0.200
C -1.6614 -0.7304 3.1321 0.031 2.798 1.841
C -2.2765 0.1783 4.0857 1.675 -1.086 -0.637
C -1.5921 1.3437 4.4791 -0.072 0.619 -1.202
C -0.3512 1.6907 3.8833 -2.605 -2.649 0.014
C 0.1170 0.7295 3.0081 1.263 0.651 -0.163
N -0.4737 -0.3817 2.6038 -0.379 0.160 0.252
H -3.5198 -3.5946 2.7838 -0.060 0.874 0.889
H -4.1630 -2.0461 3.3960 -1.257 0.826 0.171
H -3.0289 -2.9559 4.4211 -0.175 0.225 -0.447
H -2.2768 -5.6285 -0.3269 -1.176 -0.400 0.414
H -0.8023 -5.6176 -1.1797 0.004 -0.135 0.026
H -3.2313 -0.0481 4.5328 -0.084 -0.103 -0.064
H -2.1162 2.0858 5.0887 0.224 -0.449 0.031
H 0.0794 2.6435 3.8980 0.747 1.065 0.599
H 1.0916 0.8588 2.5745 0.213 0.302 -0.368
C 0.1779 0.7818 -4.4588 -0.141 1.930 0.395
O -0.7324 -0.2265 -4.0496 -1.105 -1.014 2.136
C -0.8725 -0.3790 -2.6841 0.012 0.519 -2.124
O -0.0158 0.0382 -1.9213 -0.315 -0.791 1.021
N -2.0561 -0.9575 -2.3051 0.876 -0.059 -1.837
N -2.2665 -1.0792 -0.9549 -1.279 -0.167 1.910
H -0.3295 1.3377 -5.2695 0.458 -0.476 0.268
H 1.1432 0.4018 -4.7594 0.019 -0.413 -0.219
H 0.3543 1.5014 -3.6255 -0.147 -0.528 -0.601
H -2.7490 -1.3080 -2.9805 0.713 0.532 0.476
H -2.7872 -1.9481 -0.7249 0.743 0.457 -0.262
H -2.8526 -0.2758 -0.6349 0.584 -0.544 -0.232
F -0.9664 1.1852 0.4947 0.356 0.172 -0.739
P -1.9956 2.5559 0.1732 -0.640 -0.003 0.575
F -2.8439 1.9792 1.4751 0.146 0.166 -1.431
F -3.0574 3.7183 -0.0526 0.570 -0.569 0.251
F -2.7659 1.5363 -0.8984 0.083 0.776 0.977
F -1.0548 3.3504 1.2201 -0.307 0.072 -0.622
F -1.0924 3.0779 -1.0624 -0.026 -0.731 0.822
C 2.2701 4.1342 -0.4389 -0.068 0.033 1.153
C 2.3874 2.8391 0.3541 -0.622 -0.271 0.079
O 3.1786 1.8248 -0.3971 -0.427 -0.848 0.894
P 3.1051 0.2608 -0.0301 -1.578 0.367 -2.066
O 1.7248 -0.1801 0.4890 1.944 0.548 -0.354
Te 4.8496 -0.1861 1.5574 0.013 -0.019 0.046
O 3.3261 -0.4345 -1.4642 -0.216 0.316 1.434
C 4.4960 -0.4927 -2.3420 0.474 -1.740 0.579
C 3.9820 -1.1015 -3.6475 -0.477 -1.391 0.562
H 1.6386 4.7147 0.2760 0.467 0.185 -0.872
H 1.7864 4.0776 -1.3973 -0.531 -0.413 -0.208
H 3.2310 4.6308 -0.6298 -0.167 -0.177 0.483
H 1.3758 2.4061 0.6200 1.078 0.427 -0.649
H 2.8816 3.0742 1.3106 0.174 -0.347 -0.368
H 5.2408 -1.2345 -1.8826 -0.927 1.203 -0.493
H 4.9371 0.4825 -2.3883 0.177 0.555 -0.253
H 3.6873 -2.1569 -3.3437 -0.396 1.315 -0.416
H 4.7667 -1.3602 -4.3710 -0.018 0.863 0.111
H 3.1238 -0.5329 -4.0946 0.963 -0.633 0.392

***

Record 3
29
Properties=species:S:1:pos:R:3:forces:R:3 method="wB97M-V/def2-TZVPD" total_charge=+1 relative_energy_kcal_mol=108.48 gap_ev=8.9 e_homo_ev=-11.9 fmax_ev_per_a=8.0
C 0.5878 -0.6212 1.4455 -2.040 3.742 2.100
C 1.1526 0.2337 -0.9702 0.247 -2.788 2.232
C -1.8257 -1.3435 -0.2624 0.191 -1.966 -2.884
C -0.9066 -0.0747 3.2001 2.011 -2.769 1.073
C 0.0189 2.0686 -2.0136 2.500 1.416 0.607
C 2.0716 1.2973 -3.0150 -3.106 -0.949 -3.526
C -1.7323 -0.4241 0.8848 0.227 0.045 1.497
C -0.7218 -0.9826 1.9511 -2.294 0.851 -0.807
N 1.1460 1.0797 -1.8884 -1.158 2.070 -1.837
N 1.4032 -1.5210 1.2957 7.489 -1.410 -2.482
H 0.9428 0.3923 1.6851 -0.255 -0.445 -0.769
H 1.9606 -0.6231 -0.9753 -0.589 1.812 -0.751
H -1.7408 -2.4690 0.0706 -0.193 2.127 -0.600
H -1.0744 -1.1893 -1.1447 -1.261 -0.196 1.719
H -2.8569 -1.2197 -0.6603 0.774 -0.367 -0.268
H -1.8356 -0.4631 3.6458 0.422 0.791 0.341
H -0.8866 0.9939 2.9513 -0.175 -0.447 0.176
H 0.0410 -0.3982 3.8278 -2.155 1.200 -0.365
H 0.5329 3.0570 -1.8083 -0.963 -0.831 -0.752
H -0.4611 1.9831 -2.9582 0.188 0.142 -1.145
H -0.7634 1.9831 -1.3325 -0.854 -0.769 1.688
H 1.7510 0.5143 -3.8330 1.062 1.044 1.609
H 1.7923 2.2422 -3.6114 0.950 -1.059 1.590
H 3.0569 1.1767 -2.7004 1.623 0.031 0.206
H -1.5008 0.6679 0.7133 -0.199 -1.273 -0.226
H -2.7279 -0.4846 1.3241 0.054 0.392 0.511
H -0.8916 -2.1541 2.1102 0.492 2.662 -0.173
H 2.4082 -1.3008 0.8894 -2.680 -0.864 1.420
H 1.0599 -2.4207 1.1789 -0.308 -2.192 -0.184

***

Record 4
41
Properties=species:S:1:pos:R:3:forces:R:3 method="wB97M-V/def2-TZVPD" relative_energy_kcal_mol=0.00 gap_ev=8.7 e_homo_ev=-8.7 smiles="O=C(Cn1c(=S)[nH]c2ccccc2c1=O)NCCc1ccccc1" fmax_ev_per_a=0.8
O -0.6074 -3.5642 -0.0162 -0.025 -0.493 0.063
C -0.5590 -2.3794 0.2166 0.369 0.425 0.303
C 0.3455 -1.8009 1.3214 -0.207 -0.736 0.196
N 1.2097 -0.7339 0.8487 0.101 0.252 0.018
C 0.8174 0.5662 0.9833 -0.127 0.530 0.148
S -0.6320 1.0311 1.6323 -0.320 0.258 0.230
N 1.6681 1.5341 0.5556 -0.062 -0.056 0.038
C 2.8869 1.2929 -0.0282 0.504 -0.510 -0.230
C 3.7073 2.3295 -0.4690 -0.049 -0.014 0.024
C 4.9226 2.0325 -1.0506 -0.129 -0.012 0.066
C 5.3353 0.7121 -1.2007 0.062 -0.117 -0.026
C 4.5276 -0.3167 -0.7648 -0.114 0.087 0.050
C 3.2958 -0.0366 -0.1747 0.126 0.380 -0.068
C 2.4407 -1.1290 0.2996 0.207 -0.051 -0.048
O 2.7430 -2.2965 0.2490 0.010 0.008 -0.070
N -1.2545 -1.4415 -0.4550 -0.328 0.290 -0.296
C -2.2137 -1.7799 -1.4811 -0.108 -0.258 -0.105
C -3.6551 -1.5405 -1.0081 0.261 0.029 -0.109
C -3.8559 -0.0967 -0.6405 -0.138 -0.136 0.068
C -3.9852 0.8679 -1.6330 0.012 0.019 0.020
C -4.1146 2.2048 -1.3037 0.016 0.064 -0.104
C -4.1156 2.5959 0.0249 -0.019 0.096 0.083
C -3.9925 1.6434 1.0207 -0.020 0.082 0.021
C -3.8616 0.3062 0.6885 -0.075 -0.036 -0.054
H -0.2776 -1.4141 2.1318 0.152 -0.039 -0.133
H 0.9793 -2.6144 1.6811 -0.156 0.162 -0.113
H 1.3479 2.4865 0.6773 -0.061 -0.252 0.012
H 3.3838 3.3528 -0.3508 -0.024 0.122 0.005
H 5.5582 2.8354 -1.3920 0.043 0.078 -0.025
H 6.2880 0.4961 -1.6576 0.084 -0.030 -0.041
H 4.8192 -1.3506 -0.8651 0.027 -0.090 -0.008
H -1.3184 -0.5050 -0.0754 0.157 -0.050 0.127
H -2.0083 -1.1693 -2.3667 -0.061 -0.112 0.009
H -2.0626 -2.8335 -1.7246 -0.011 0.145 -0.066
H -3.8550 -2.1799 -0.1470 -0.033 -0.039 -0.030
H -4.3326 -1.8232 -1.8157 -0.046 -0.041 0.020
H -3.9877 0.5663 -2.6714 -0.004 -0.034 -0.113
H -4.2144 2.9441 -2.0856 -0.016 0.053 -0.052
H -4.2133 3.6403 0.2823 -0.012 0.080 0.021
H -3.9883 1.9404 2.0586 -0.004 0.041 0.106
H -3.7606 -0.4325 1.4709 0.017 -0.096 0.059